No. 1
The following is a DFT calculation (ωB97M-V/def2-TZVPD) of a 2-piece molecular cluster, C6H12N2O overall in a non-equilibrium geometry.

Calculated values
Calculated total energy ... -11443.4439 eV
E_HOMO ... -8.299 eV
HOMO-LUMO gap ... 8.9697 eV

```
! wB97M-V def2-TZVPD RIJCOSX def2/J DEFGRID3
* xyz 0 1
N -2.47 1.82 -0.16
H -1.09 4.30 -0.59
C -1.27 2.15 -0.67
C 1.62 -1.61 0.72
C 2.11 -2.70 1.63
N -1.22 0.00 -0.24
H 3.18 -2.91 1.58
H -0.15 3.60 -1.90
C -1.06 3.48 -1.32
H -3.25 -0.07 0.46
H -0.84 -0.90 -0.55
H 2.40 -0.93 0.39
H 1.74 -3.72 1.52
H -1.93 3.70 -1.94
O 0.96 -2.09 -0.46
H 2.00 -2.51 2.71
C -2.43 0.54 0.12
H 0.82 -1.05 1.22
C -0.46 1.05 -0.77
H 0.55 0.88 -1.10
H 0.82 -3.01 -0.65
*
```

No. 2
The following is a DFT calculation (ωB97M-V/def2-TZVPD) of a 7-piece molecular cluster, CH16N2O7 overall in a non-equilibrium geometry.

Calculated values
Calculated total energy ... -18610.8233 eV
E_HOMO ... -10.734 eV
HOMO-LUMO gap ... 11.0539 eV

```
! wB97M-V def2-TZVPD RIJCOSX def2/J DEFGRID3
* xyz 0 1
N 1.20 3.82 -0.43
H 0.53 -3.26 -0.89
H 1.65 1.90 1.22
O 1.06 -3.37 -0.09
H 0.56 2.52 2.35
O -0.28 -1.20 -2.05
O -0.81 3.47 0.55
H -1.18 2.17 -0.47
H 0.80 4.38 -1.14
H 2.16 3.87 -0.35
H -2.39 -3.63 -1.06
O -1.99 -2.89 -0.66
H 0.46 -1.40 -1.45
O -1.02 1.51 -1.16
C 0.41 3.33 0.53
H -1.52 -2.35 -1.30
O 0.58 -0.52 0.97
H -0.60 -0.33 -1.75
H -0.13 1.79 -1.51
H -1.34 -3.03 1.04
H 0.10 0.33 1.04
H -0.02 -1.19 1.40
O -0.73 -2.79 1.77
N 1.13 2.74 1.56
H 1.35 -2.50 0.20
H 0.01 -3.39 1.65
*
```

No. 3
The following is a DFT calculation (ωB97M-V/def2-TZVPD) of a single C4H6O molecule in a non-equilibrium geometry.

Calculated values
Calculated total energy ... -6291.5325 eV
E_HOMO ... -9.633 eV
HOMO-LUMO gap ... 10.5547 eV

```
! wB97M-V def2-TZVPD RIJCOSX def2/J DEFGRID3
* xyz 0 1
O 0.34 2.30 -0.56
H 1.79 -0.26 -0.86
H -0.71 -1.73 0.01
C 0.70 -0.19 -0.83
C -0.68 0.43 0.75
C -0.02 -0.90 0.35
C 0.14 1.15 -0.30
H 0.62 -1.32 1.12
H 0.30 -0.45 -1.82
H -0.74 0.78 1.77
H -1.73 0.17 0.37
*
```

No. 4
The following is a DFT calculation (ωB97M-V/def2-TZVPD) of a 2-piece molecular cluster, C2H7N3O2 overall in a non-equilibrium geometry.

Calculated values
Calculated total energy ... -10728.2838 eV
<S²> ... 2.019
E_HOMO (alpha / beta) ... -15.349 / -19.602 eV
HOMO-LUMO gap (alpha / beta) ... 8.0161 / 9.2058 eV

```
! wB97M-V def2-TZVPD RIJCOSX def2/J DEFGRID3
* xyz 2 3
N 3.06 1.01 0.14
O 2.09 0.32 0.41
N 4.78 1.31 -1.56
O -1.55 -0.23 0.12
C 3.88 0.97 -0.79
H -3.14 -0.15 1.57
H -2.38 -1.95 -0.55
H 5.76 1.05 -1.34
C -2.33 -1.12 0.09
H -4.38 -0.82 0.61
H 3.36 1.75 0.92
H -3.41 -1.81 1.81
N -3.50 -1.01 1.13
H 4.57 2.02 -2.34
*
```

No. 5
The following is a DFT calculation (ωB97M-V/def2-TZVPD) of a single C2H6N2OS molecule in a non-equilibrium geometry.

Calculated values
Calculated total energy ... -18032.9003 eV
E_HOMO ... -8.606 eV
HOMO-LUMO gap ... 9.1957 eV

```
! wB97M-V def2-TZVPD RIJCOSX def2/J DEFGRID3
* xyz 0 1
C 1.67 0.25 -0.15
H -1.40 -1.35 -0.12
H -2.05 0.94 0.86
H 0.32 1.54 -0.46
O 1.37 1.47 -0.30
C -0.70 -0.57 0.31
N -1.37 0.69 0.05
H -1.65 0.45 -0.91
H -0.47 -0.69 1.36
H 0.78 -1.61 -0.36
S 3.06 -0.42 0.26
N 0.43 -0.71 -0.52
*
```

No. 6
The following is a DFT calculation (ωB97M-V/def2-TZVPD) of a single C5H9NO molecule in a non-equilibrium geometry.

Calculated values
Calculated total energy ... -8864.4416 eV
E_HOMO (alpha / beta) ... -6.640 / -6.641 eV
HOMO-LUMO gap (alpha / beta) ... 7.2941 / 7.2981 eV

```
! wB97M-V def2-TZVPD RIJCOSX def2/J DEFGRID3
* xyz 0 1
H 1.75 -0.96 -1.68
H -0.45 0.67 -1.37
C -0.69 -1.47 0.12
N -1.54 -0.69 0.77
H -1.04 -2.35 -0.41
H -1.92 1.29 1.30
H 1.18 2.47 -1.17
C 1.24 1.59 -0.54
H -0.33 0.65 1.83
C 0.62 -0.83 -0.11
H -2.54 -0.90 0.72
H 2.01 1.59 0.22
H 1.20 -0.72 0.82
C 0.26 0.65 -0.54
C -1.12 0.58 1.10
O 1.38 -1.57 -1.04
*
```

No. 7
The following is a DFT calculation (ωB97M-V/def2-TZVPD) of a single C5H10O molecule.

Calculated values
Calculated total energy ... -7391.1088 eV
E_HOMO (alpha / beta) ... -8.306 / -8.208 eV
HOMO-LUMO gap (alpha / beta) ... 7.4130 / 7.2230 eV

```
! wB97M-V def2-TZVPD RIJCOSX def2/J DEFGRID3
* xyz 0 1
H 0.83 0.65 -1.55
H -0.84 0.95 -1.00
H 1.68 1.06 0.64
H 0.14 0.07 2.92
H -0.94 1.05 2.04
C 0.14 0.95 2.26
H 0.19 -1.63 -2.32
H -1.41 -1.44 -1.57
C -0.08 0.18 -1.16
C 0.21 -0.54 0.30
H 1.11 -1.14 -0.03
H 0.54 1.83 2.76
C 0.80 0.56 1.02
O -0.81 -1.17 0.77
C -0.60 -0.91 -2.08
H -0.97 -0.47 -3.01
*
```

No. 8
The following is a DFT calculation (ωB97M-V/def2-TZVPD) of a 2-piece molecular cluster, C3H7NO2 overall in a non-equilibrium geometry.

Calculated values
Calculated total energy ... -8803.7057 eV
E_HOMO ... -10.088 eV
HOMO-LUMO gap ... 9.6394 eV

```
! wB97M-V def2-TZVPD RIJCOSX def2/J DEFGRID3
* xyz 0 1
H -1.79 0.76 2.31
C -1.55 0.16 1.41
H -0.57 -1.45 -2.03
C 0.07 -0.25 -0.37
H -1.86 -0.90 1.61
N 1.04 -1.09 -0.78
H 0.92 1.65 0.00
H -0.75 -0.07 -1.08
O 0.80 -1.37 -2.12
H -2.41 0.61 0.82
O 0.25 1.92 0.87
C -0.15 0.51 0.97
H 0.54 0.10 1.77
*
```

No. 9
The following is a DFT calculation (ωB97M-V/def2-TZVPD) of a single C6H6N2O2 molecule in a non-equilibrium geometry.

Calculated values
Calculated total energy ... -13393.3791 eV
E_HOMO ... -8.415 eV
HOMO-LUMO gap ... 8.6940 eV

```
! wB97M-V def2-TZVPD RIJCOSX def2/J DEFGRID3
* xyz 0 1
H 3.81 -1.29 -0.23
N -0.74 1.98 0.16
C -0.02 -0.76 0.08
H 1.31 2.35 0.02
C -1.68 1.03 -0.02
H -3.28 -0.72 -0.66
H -2.71 1.30 -0.12
C -1.33 -0.39 -0.04
H 0.05 -1.87 0.31
N -2.50 -1.14 -0.08
H -2.84 -1.86 0.66
C 0.93 0.21 -0.04
C 0.51 1.56 -0.05
O 2.88 -1.31 0.03
O 3.15 0.97 -0.07
C 2.46 -0.06 0.05
*
```

No. 10
The following is a DFT calculation (ωB97M-V/def2-TZVPD) of C22H19B3F9HgNO28PS as an isolated structure in a non-equilibrium geometry.

Calculated values
Calculated total energy ... -132747.5990 eV
E_HOMO ... -1.859 eV
HOMO-LUMO gap ... 6.4292 eV

```
! wB97M-V def2-TZVPD RIJCOSX def2/J DEFGRID3
* xyz -3 1
C -1.68 1.80 3.95
C 2.68 0.95 -1.25
F -0.75 4.36 -2.12
O -3.88 1.05 2.45
C -0.90 -1.15 -3.91
O 2.24 2.44 2.44
C 2.58 -1.89 5.95
H 0.49 -2.95 -4.84
H 0.71 -0.28 -6.11
F -1.63 3.00 4.34
C -3.53 -1.70 -0.66
H -1.17 -1.85 -3.13
N 1.05 -0.49 -2.59
O 3.52 -2.33 6.54
F -0.62 2.27 -2.86
C -5.06 -5.77 -0.02
H 2.08 1.87 -1.25
H 3.87 1.12 -3.77
O 1.96 -2.53 4.98
C 0.55 -0.99 -3.95
O -4.52 -4.65 0.34
B 0.83 -1.79 4.36
C 2.37 0.52 -5.09
C -0.99 -2.37 3.22
C 1.25 -2.35 -4.33
O -2.66 -0.86 -0.91
H 1.50 -1.97 -1.75
Hg -0.67 0.40 -0.72
S -2.63 1.74 2.25
O -0.31 4.44 1.13
O -0.42 -2.50 4.38
F -2.78 3.99 -1.19
B -4.83 -3.62 -0.68
C 2.78 1.03 -3.72
H 3.73 1.19 -1.10
H 2.90 -0.40 -5.38
O 2.04 3.33 4.66
H 3.44 -1.55 -1.47
O 2.26 0.46 6.71
O -5.05 -6.85 0.60
H -1.51 -0.28 -3.68
C 0.88 0.06 -5.08
F -2.46 3.38 -3.51
C 4.21 4.15 4.65
H 2.40 0.48 -0.31
H 2.58 1.26 -5.85
O 0.98 -1.38 2.96
B 2.37 3.65 3.24
O -5.25 -0.39 0.64
F -2.51 1.72 -1.85
C 1.86 -0.50 5.98
F -0.44 1.28 3.78
O -1.84 1.07 1.22
H 2.06 -2.36 -5.05
C -0.09 -1.56 2.31
C 3.46 -1.06 -2.44
O -2.17 -2.65 2.87
H 4.48 -0.69 -2.61
F -1.01 2.76 -0.67
H -1.25 -1.54 -4.87
H 0.32 0.97 -4.87
C -5.66 -5.65 -1.46
C 1.30 2.58 1.51
O -5.57 -4.35 -1.79
P -1.74 3.09 -2.10
O -5.62 -2.52 0.01
O 5.29 4.50 5.06
O 0.77 -1.37 -1.57
O 0.75 1.66 0.88
O 0.78 -0.54 5.19
O -3.56 -2.96 -1.06
H 2.52 2.08 -3.55
O -0.32 -1.12 1.17
H 1.47 -2.95 -3.45
C 0.67 3.98 1.71
F -2.26 1.07 4.88
C 3.04 3.56 5.48
C 2.45 0.09 -2.51
C -4.88 -1.44 0.13
O 1.33 4.52 2.72
O 3.80 4.11 3.30
O -2.81 3.12 1.81
O -6.05 -6.61 -2.17
O 3.02 3.40 6.70
H 3.43 -1.80 -3.23
*
```

No. 11
The following is a DFT calculation (ωB97M-V/def2-TZVPD) of a single C4H5NO molecule in a non-equilibrium geometry.

Calculated values
Calculated total energy ... -7764.9082 eV
E_HOMO ... -11.010 eV
HOMO-LUMO gap ... 11.8426 eV

```
! wB97M-V def2-TZVPD RIJCOSX def2/J DEFGRID3
* xyz 0 1
C 1.75 -0.76 -0.61
C -1.44 -0.33 -0.16
N 2.38 -1.57 -1.13
O 0.51 0.28 1.27
H -1.10 -1.37 -0.13
H -1.85 -0.12 -1.15
H -0.61 1.68 0.17
H 1.75 1.28 -0.10
C 1.12 0.40 0.00
H -2.24 -0.20 0.57
C -0.33 0.62 0.18
*
```

No. 12
The following is a DFT calculation (ωB97M-V/def2-TZVPD) of C8H22Ca2ClCsF2LiNO9S2 as an isolated structure in a non-equilibrium geometry.

Calculated values
Calculated total energy ... -105796.4887 eV
E_HOMO ... -9.401 eV
HOMO-LUMO gap ... 1.2820 eV

```
! wB97M-V def2-TZVPD RIJCOSX def2/J DEFGRID3
* xyz 2 1
F -1.10 1.15 -7.45
C -2.86 -0.48 -4.19
N 2.66 -1.75 4.23
S -0.45 -1.37 3.48
H -1.47 -2.82 4.96
C 1.47 -3.73 3.32
O 3.95 3.93 4.10
H 2.31 -4.37 3.66
Cl -1.74 -5.85 3.27
H 0.84 -3.25 5.30
O -1.10 1.07 -4.34
H -1.16 -0.24 -2.85
O -1.49 -0.93 2.62
O 4.46 1.82 3.09
C 1.96 -2.29 3.10
C -2.61 3.02 -4.34
H 2.03 -1.57 5.00
S 5.04 3.01 3.73
C -1.90 1.95 -5.15
O 0.93 -1.39 2.57
H -1.90 3.56 -3.70
H 1.66 7.23 -4.02
C -1.85 0.38 -3.43
Cs 1.69 -0.83 0.69
H -2.38 -1.08 -4.96
Ca 0.63 -5.66 2.16
H 1.70 6.49 -5.44
O 5.76 2.65 4.96
H 0.16 -4.79 4.80
H -1.52 -3.51 3.37
C -0.88 -2.98 4.06
F -0.21 4.62 -3.76
H 2.75 -2.38 2.29
H 1.15 5.68 -4.13
H -3.40 2.59 -3.68
H 3.10 -0.89 3.91
H -1.22 2.41 -5.85
H -3.58 0.17 -4.70
Ca -5.38 -0.36 -4.42
O -0.31 -0.54 4.61
O 1.79 6.39 -4.48
H -3.41 -1.15 -3.49
H 1.05 -4.09 2.34
H -3.09 3.74 -5.00
C 0.39 -3.79 4.47
H -2.35 1.05 -2.71
Li -3.29 -5.59 5.05
H -2.60 1.37 -5.76
O 5.98 3.64 2.82
*
```